(1)
C15H17CsN4OS2 | ωB97M-V/def2-TZVPD

XYZ file:
```
40
Properties=species:S:1:pos:R:3
Cs -0.783 -0.254 -1.626
S -3.340 -1.860 -2.117
C -4.120 -0.451 -1.524
C -5.526 -0.317 -1.627
C -6.144 0.812 -1.152
C -5.371 1.820 -0.569
C -4.010 1.620 -0.507
N -3.381 0.532 -0.963
H -6.085 -1.121 -2.085
H -7.220 0.924 -1.231
H -5.822 2.724 -0.183
H -3.368 2.380 -0.066
O 0.943 -2.687 -2.130
C 2.324 -2.945 -2.264
C 3.122 -1.769 -1.748
C 4.474 -1.923 -1.452
C 5.185 -0.826 -1.001
C 4.523 0.386 -0.852
C 3.177 0.443 -1.171
N 2.489 -0.611 -1.613
H 0.449 -3.385 -2.570
H 2.598 -3.110 -3.313
H 2.615 -3.840 -1.702
H 4.952 -2.887 -1.575
H 6.240 -0.908 -0.773
H 5.051 1.266 -0.507
H 2.612 1.367 -1.076
C -1.460 1.564 2.945
N -0.057 1.211 2.937
C 0.597 0.426 3.873
C 1.881 0.319 3.488
N 1.998 1.038 2.311
C 0.808 1.601 1.965
S 0.479 2.544 0.634
H -1.903 1.215 3.873
H -1.976 1.108 2.100
H -1.565 2.646 2.869
H 0.087 0.031 4.733
H 2.706 -0.208 3.930
H 2.819 1.125 1.741
```

- Net charge: 0
- LUMO energy: -0.0006 Eh

(2)
C37H60AsCoN5SSi3Te | ωB97M-V/def2-TZVPD

XYZ file:
```
109
Properties=species:S:1:pos:R:3
Co -0.773 1.106 -0.693
C 5.719 -0.053 0.379
C 5.506 1.038 1.390
C 6.393 1.231 2.444
C 6.190 2.228 3.387
C 5.094 3.070 3.278
C 4.209 2.909 2.224
C 4.404 1.892 1.295
N 3.495 1.729 0.218
C 2.133 1.553 0.311
N 1.676 1.250 1.547
C 0.354 1.409 2.058
C -0.764 1.386 1.223
C -1.988 1.632 1.858
C -2.112 1.798 3.227
C -0.979 1.734 4.025
C 0.271 1.551 3.454
C 1.493 1.481 4.332
N 1.364 1.625 -0.734
C 1.973 2.107 -1.923
C 2.048 3.480 -2.155
C 2.575 3.978 -3.334
C 3.039 3.101 -4.306
C 2.997 1.737 -4.068
C 2.487 1.220 -2.877
C 2.534 -0.250 -2.582
H 6.572 -0.671 0.654
H 5.913 0.354 -0.618
H 4.838 -0.693 0.302
H 7.253 0.578 2.530
H 6.890 2.348 4.203
H 4.933 3.857 4.003
H 3.358 3.570 2.108
H 3.868 1.751 -0.718
H 2.396 1.157 2.243
H -2.886 1.655 1.246
H -3.088 1.951 3.673
H -1.058 1.836 5.101
H 1.210 1.577 5.379
H 2.211 2.276 4.113
H 2.020 0.525 4.229
H 1.682 4.151 -1.387
H 2.621 5.048 -3.496
H 3.441 3.478 -5.237
H 3.381 1.048 -4.812
H 2.759 -0.825 -3.479
H 1.594 -0.600 -2.151
H 3.307 -0.470 -1.842
N -0.929 1.022 -2.736
C -1.611 2.232 -3.261
C -1.340 3.421 -2.352
N -1.463 2.995 -0.947
H -0.012 0.925 -3.164
H -1.469 0.202 -2.993
H -2.680 2.027 -3.294
H -1.290 2.461 -4.279
H -2.034 4.229 -2.598
H -0.328 3.783 -2.514
H -2.457 2.899 -0.711
H -1.048 3.665 -0.309
Te -4.372 1.155 -1.329
C -5.652 0.906 0.315
C -5.672 1.597 1.496
C -6.644 1.121 2.421
C -7.363 0.073 1.933
S -6.852 -0.325 0.344
H -5.013 2.430 1.697
H -6.804 1.547 3.402
H -8.165 -0.464 2.413
C -4.405 -2.706 -0.758
Si -3.042 -2.478 0.500
C -2.673 -4.195 1.178
C -3.612 -1.422 1.923
As -1.035 -1.558 -0.486
Si 0.581 -2.624 0.891
C 0.751 -4.492 0.740
C 2.289 -1.980 0.457
C 0.142 -2.155 2.647
Si -1.158 -2.873 -2.466
C 0.466 -2.904 -3.407
C -2.440 -2.065 -3.583
C -1.622 -4.677 -2.219
H -5.279 -3.041 -0.192
H -4.189 -3.460 -1.514
H -4.672 -1.771 -1.251
H -3.628 -4.613 1.511
H -2.013 -4.170 2.046
H -2.251 -4.877 0.441
H -4.694 -1.528 2.047
H -3.413 -0.370 1.745
H -3.122 -1.715 2.854
H 0.650 -4.835 -0.290
H 0.037 -5.040 1.353
H 1.758 -4.760 1.070
H 2.621 -2.393 -0.499
H 2.992 -2.311 1.227
H 2.324 -0.894 0.397
H -0.754 -2.676 2.989
H -0.051 -1.084 2.731
H 0.959 -2.415 3.326
H 0.733 -1.915 -3.776
H 0.345 -3.559 -4.275
H 1.299 -3.285 -2.812
H -1.967 -1.380 -4.294
H -3.204 -1.514 -3.030
H -2.946 -2.830 -4.177
H -0.964 -5.199 -1.525
H -1.521 -5.162 -3.195
H -2.646 -4.821 -1.883
```

- Spin multiplicity: 2
- Net charge: 0
- Expectation value of S²: 0.76
- LUMO energy (spin up / spin down): 0.0117 / 0.0117 Eh

(3)
C3H6N2O | ωB97M-V/def2-TZVPD

XYZ file:
```
12
Properties=species:S:1:pos:R:3
N 0.540 1.122 0.681
C 0.399 -0.187 0.244
C -0.904 -0.463 -0.497
O -1.965 -0.462 0.423
C 1.524 -0.393 -1.288
N 2.028 -1.037 -0.420
H 1.314 1.273 1.317
H 0.560 1.801 -0.071
H 0.523 -0.893 1.059
H -1.039 0.277 -1.297
H -0.862 -1.455 -0.948
H -2.040 0.432 0.782
```

- Net charge: 0
- LUMO energy: 0.0279 Eh

Computed values of energy relative to the best compared isomer or geometry (same formula, charge and spin) (unit: kJ/mol) for the preceding records, in sequence: 44.7, 3.4, 329.4.